DFT (ωB97M-V with the def2-TZVPD basis set) results for a molecular structure, C3H5O3Rh at a distorted geometry.

```
! wB97M-V def2-TZVPD RIJCOSX def2/J DEFGRID3
* xyz 1 6
H 1.82826 -1.63240 -0.34594
C 1.07172 -0.87198 -0.14907
C 0.12132 -0.73252 -1.12268
O -1.21661 -0.60818 -0.92451
C -1.59540 0.42006 -0.10184
O -2.94436 0.49970 -0.20554
Rh 0.00505 1.05437 1.08435
O 1.77589 1.58495 1.00948
H 1.40920 -0.50917 0.81906
H 2.54833 1.18047 1.40412
H 0.30161 -1.18678 -2.10051
H -3.30500 0.80148 0.63309
*
```

Output
Molar mass (g/mol): 192.0
E_LUMO (spin up / spin down) (eV): -5.018 / -7.059
⟨S²⟩: 8.767
HOMO-LUMO gap (spin up / spin down) (eV): 6.4 / 8.2
Relative energy (zero: lowest compared OMol25 entry of this formula, charge and spin) (kcal/mol): 32.7
Highest occupied orbital energy (spin up / spin down) (eV): -11.4401 / -15.2868

DFT (ωB97M-V with the def2-TZVPD basis set) results for 2 unconnected molecules or ions with the total composition C3H5O3S2 at a distorted geometry.

```
! wB97M-V def2-TZVPD RIJCOSX def2/J DEFGRID3
* xyz -1 1
C -0.07286 1.54918 0.54692
C -0.47566 0.30428 0.90343
C 0.83893 -0.86790 -1.06544
O -1.09944 2.23071 -0.27786
O 1.04324 2.05200 0.67818
O -1.72654 -0.19905 0.73912
S -0.37015 -1.94969 -1.35844
S 2.33094 -1.34683 -0.11753
H 0.27018 -0.38914 1.36214
H 1.12643 0.04468 -1.46691
H -1.67524 -0.88364 0.02031
H -2.03549 1.97138 -0.03231
H 1.84566 -2.51599 0.06839
*
```

Output
Molar mass (g/mol): 153.2
E_LUMO (spin up / spin down) (eV): 3.131 / 3.131
HOMO-LUMO gap (spin up / spin down) (eV): 6.2 / 6.2
Relative energy (zero: lowest compared OMol25 entry of this formula, charge and spin) (kcal/mol): 58.3
Highest occupied orbital energy (spin up / spin down) (eV): -3.0242 / -3.0249

DFT (ωB97M-V with the def2-TZVPD basis set) results for a molecular structure, C3H5O4Tl at a distorted geometry.

```
! wB97M-V def2-TZVPD RIJCOSX def2/J DEFGRID3
* xyz 0 1
O -0.51228 0.61577 0.64723
C -0.44647 -0.34739 -0.26441
C 0.32723 0.29365 1.77045
O -1.18104 -0.40456 -1.22835
O 0.26222 -1.38399 0.17075
C 0.63098 -1.19033 1.54742
H -0.23418 0.49237 2.68746
H 1.21945 0.92811 1.72401
H 0.01165 -1.85327 2.16171
H 1.68881 -1.44294 1.65959
O -0.44995 1.91308 -3.78631
H 0.49101 1.92088 -3.96720
Tl -1.80743 0.45862 -3.12235
*
```

Output
Molar mass (g/mol): 309.5
E_LUMO (eV): 0.211
HOMO-LUMO gap (eV): 7.8
Relative energy (zero: lowest compared OMol25 entry of this formula, charge and spin) (kcal/mol): 16.6
Highest occupied orbital energy (eV): -7.6154

DFT (ωB97M-V with the def2-TZVPD basis set) results for a molecular structure, C3H5O5S2 at a distorted geometry.

```
! wB97M-V def2-TZVPD RIJCOSX def2/J DEFGRID3
* xyz -1 1
C 2.08966 -0.91605 -1.61814
C 1.91536 0.36733 -1.30369
C -2.05636 -0.14903 1.24298
O 0.07583 1.50893 0.25917
O -2.20743 1.82679 -0.42139
O -0.93260 -0.12529 -1.18433
O 0.81125 -0.77482 1.04857
O 2.40164 0.98097 1.24717
S -1.24479 0.81455 -0.12434
S 1.42526 0.32490 0.40349
H 1.83776 -1.86342 -1.17479
H 2.56967 -1.24997 -2.60484
H -2.52527 -0.95529 0.68790
H -1.26579 -0.33940 1.91106
H -2.89421 0.54978 1.63119
*
```

Output
Molar mass (g/mol): 185.2
E_LUMO (eV): 3.382
HOMO-LUMO gap (eV): 7.8
Relative energy (zero: lowest compared OMol25 entry of this formula, charge and spin) (kcal/mol): 55.0
Highest occupied orbital energy (eV): -4.4670

DFT (ωB97M-V with the def2-TZVPD basis set) results for a gas-phase ion, C3H5OS (charge -1) at a distorted geometry.

```
! wB97M-V def2-TZVPD RIJCOSX def2/J DEFGRID3
* xyz -1 1
O -1.76561 1.30400 1.11438
C -1.19188 0.72420 0.20634
C -1.05366 -0.73466 0.09660
C 0.54914 -0.99486 0.27638
S 1.64180 -0.07843 -0.83616
H -0.69273 1.29299 -0.58567
H -1.57539 -1.40622 0.77026
H -1.29091 -0.99174 -0.94517
H 0.55859 -0.87021 1.37090
H 0.81020 -2.04058 0.14483
*
```

Output
Molar mass (g/mol): 89.1
SMILES: O=CCC[S-]
E_LUMO (eV): 4.200
HOMO-LUMO gap (eV): 6.8
Relative energy (zero: lowest compared OMol25 entry of this formula, charge and spin) (kcal/mol): 16.0
Highest occupied orbital energy (eV): -2.5733

DFT (ωB97M-V with the def2-TZVPD basis set) results for a single C3H5P molecule at a distorted geometry.

```
! wB97M-V def2-TZVPD RIJCOSX def2/J DEFGRID3
* xyz 0 1
P 2.33264 0.10182 -0.02955
C 0.74676 -0.14116 0.13062
C -0.51758 -0.96687 0.04720
C -0.92300 0.45833 -0.12496
H 2.35201 1.63074 0.19256
H -0.80353 -1.52604 -0.84877
H -0.84701 -1.28849 1.01282
H -1.42974 0.81209 0.75712
H -0.91056 0.91959 -1.13704
*
```

Output
Molar mass (g/mol): 72.0
SMILES: P=C1CC1
E_LUMO (eV): 0.456
HOMO-LUMO gap (eV): 9.0
Relative energy (zero: lowest compared OMol25 entry of this formula, charge and spin) (kcal/mol): 38.6
Highest occupied orbital energy (eV): -8.5895

DFT (ωB97M-V with the def2-TZVPD basis set) results for a single C3H5PS2 molecule at a distorted geometry.

```
! wB97M-V def2-TZVPD RIJCOSX def2/J DEFGRID3
* xyz 0 1
C 1.06908 -0.03788 -0.07594
C 0.10281 1.02777 0.36935
C -0.90970 0.65068 1.17163
P 0.07130 -1.06532 -1.23849
S 0.97215 -1.97203 -2.65567
S -1.85959 -1.01446 -0.87836
H 2.04994 0.36541 -0.49725
H 1.03409 -0.68113 0.84383
H 0.12061 1.91922 -0.18587
H -1.79501 1.11303 1.53968
H -0.85568 -0.30529 1.60709
*
```

Output
Molar mass (g/mol): 136.2
E_LUMO (eV): -0.982
HOMO-LUMO gap (eV): 7.7
Relative energy (zero: lowest compared OMol25 entry of this formula, charge and spin) (kcal/mol): 22.0
Highest occupied orbital energy (eV): -8.6481

DFT (ωB97M-V with the def2-TZVPD basis set) results for a single C3H6 molecule at a distorted geometry.

```
! wB97M-V def2-TZVPD RIJCOSX def2/J DEFGRID3
* xyz 0 1
C -0.72316 1.03405 0.37846
C -0.56986 -0.25913 -0.08897
C 0.79938 -0.74006 -0.32859
H 0.03186 1.62696 0.83700
H -1.67850 1.42199 0.50574
H -1.44043 -0.90172 -0.35797
H 1.46526 0.19994 -0.75278
H 1.25728 -0.70603 0.67481
H 0.85816 -1.67601 -0.86768
*
```

Output
Molar mass (g/mol): 42.1
SMILES: C=CC
E_LUMO (eV): 1.299
HOMO-LUMO gap (eV): 10.3
Relative energy (zero: lowest compared OMol25 entry of this formula, charge and spin) (kcal/mol): 18.6
Highest occupied orbital energy (eV): -9.0341

DFT (ωB97M-V with the def2-TZVPD basis set) results for a molecular structure, C3H6AlO4 at a distorted geometry.

```
! wB97M-V def2-TZVPD RIJCOSX def2/J DEFGRID3
* xyz 2 2
O 1.60155 -0.09183 -1.15919
O 3.39588 -0.73484 0.04040
C 2.41055 0.10299 -0.20554
O 2.27979 1.11571 0.53922
H -1.44456 1.70287 0.10673
Al 0.82190 1.39713 -0.49638
O -0.77144 1.09814 -0.22891
H 3.28859 -1.54116 -0.48234
C -1.19835 -0.25771 -0.14250
C -2.46741 -0.52549 0.54155
H -1.12127 -0.74205 1.13239
H -3.30890 -0.76812 -0.11664
H -0.70181 -0.84744 -0.91788
H -2.78452 0.09181 1.38911
*
```

Output
Molar mass (g/mol): 133.1
E_LUMO (spin up / spin down) (eV): -11.847 / -12.140
⟨S²⟩: 0.759
HOMO-LUMO gap (spin up / spin down) (eV): 5.2 / 7.9
Relative energy (zero: lowest compared OMol25 entry of this formula, charge and spin) (kcal/mol): 33.3
Highest occupied orbital energy (spin up / spin down) (eV): -17.0514 / -20.0453